(1)
ORCA calculation (ωB97M-V/def2-TZVPD) on C6H8O2 in the gas phase.

```
16
Properties=species:S:1:pos:R:3
C -0.20607 0.14101 -2.60534
C -0.79156 -0.37126 -1.25779
C -2.11821 -0.56576 -1.20457
O -3.23396 -0.87180 -1.35397
C -0.06426 -0.16649 0.00248
C -0.55126 0.30406 1.15603
C 0.30969 0.42129 2.40503
O -1.82448 0.75293 1.39649
H -1.11343 0.03570 -3.24760
H 0.20393 1.17660 -2.55427
H 0.52976 -0.61833 -3.09125
H 0.92591 -0.67569 0.13947
H -0.21649 1.21229 3.02243
H 0.12482 -0.54379 2.86889
H 1.35027 0.69727 2.10160
H -2.26042 0.82005 0.57483
```

structure (SMILES): CC(=C=O)/C=C(/C)O
HOMO level: -0.295 Ha
LUMO energy: 0.698 eV
energy above the lowest of the compared OMol25 structures with the same formula, charge and spin: 2.224 eV
electronic energy: -383.828389 a.u.

=====

(2)
ORCA calculation (ωB97M-V/def2-TZVPD) on C3H7ClOS in the gas phase.

```
13
Properties=species:S:1:pos:R:3
C -0.60845 0.63303 0.87643
C -0.24998 -0.00244 -0.46528
C 0.71530 -1.15970 -0.27948
O 1.96208 -1.01306 -0.79360
S -0.12977 -2.83615 -1.10756
Cl 1.09785 -4.25305 -0.39677
H 0.28693 0.90673 1.42602
H -1.20325 1.52705 0.71666
H -1.19007 -0.06008 1.47788
H -1.15847 -0.34196 -0.96329
H 0.22686 0.74306 -1.10641
H 0.80853 -1.48204 0.75475
H 1.91693 -0.71129 -1.71290
```

structure (SMILES): CC[C@H](O)SCl
HOMO level: -0.323 Ha
LUMO energy: 0.525 eV
energy above the lowest of the compared OMol25 structures with the same formula, charge and spin: 0.599 eV
electronic energy: -1052.102863 a.u.

=====

(3)
ORCA calculation (ωB97M-V/def2-TZVPD) on a molecular structure, C5H6O.

```
12
Properties=species:S:1:pos:R:3
C -2.83844 -0.14103 0.28309
C -1.39126 0.09215 0.28430
C -0.18382 0.25538 0.28844
C 1.09470 0.59288 -0.29250
C 2.70495 -0.10952 0.43690
O 1.87036 -0.54376 -0.60073
H -3.13800 -0.72449 -0.59620
H -3.13890 -0.71444 1.16618
H -3.40787 0.79428 0.27074
H 2.16538 1.05011 0.47670
H 2.58890 -0.63255 1.38891
H 3.74674 -0.00878 0.10235
```

HOMO level: -0.298 Ha
LUMO energy: 0.249 eV
energy above the lowest of the compared OMol25 structures with the same formula, charge and spin: 6.121 eV
electronic energy: -269.121289 a.u.

=====

(4)
ORCA calculation (ωB97M-V/def2-TZVPD) on C3H6N2O in the gas phase.

```
12
Properties=species:S:1:pos:R:3
H -1.08415 1.64495 0.26869
N -0.27058 2.00793 -0.32751
C 0.03437 0.79650 -0.55484
C 1.15268 0.26745 -1.40776
O 1.29098 -0.92395 -1.56630
N -0.86135 -0.10410 0.11679
C -0.33894 -0.87716 1.22530
H 1.82739 1.00487 -1.88317
H -1.45421 -0.62172 -0.51292
H 0.38124 -0.26387 1.78061
H 0.15122 -1.79034 0.88464
H -1.16163 -1.11655 1.90745
```

structure (SMILES): [H]/N=C(/C=O)NC
HOMO level: -0.350 Ha
LUMO energy: -0.218 eV
energy above the lowest of the compared OMol25 structures with the same formula, charge and spin: 2.602 eV
electronic energy: -302.597465 a.u.

=====

(5)
ORCA calculation (ωB97M-V/def2-TZVPD) on a molecular structure, C21H49FInO12P2.

```
86
Properties=species:S:1:pos:R:3
C 2.67244 0.88930 2.93812
O 1.76920 0.18598 2.05258
C 1.88881 0.65931 0.69191
C 1.53396 2.20843 0.47669
C -0.05682 2.50566 0.44670
C -0.65391 2.97166 1.86388
In -2.25818 1.44510 2.46082
F -2.78808 0.45132 0.69219
C -3.98313 2.36559 3.58283
C -5.35235 2.46370 2.75165
C -6.36747 1.23696 3.05816
C -6.14685 0.07104 1.95507
O -6.82059 0.37482 0.70484
C -6.60814 -0.61170 -0.27712
C -5.32431 -1.53678 -0.42059
O -7.50993 -0.73578 -1.15147
C -1.21364 0.04972 3.95416
C -1.83918 -1.43396 3.96160
C -0.67931 -2.54455 3.80049
O -0.99154 -3.27617 2.57059
C 0.04691 -4.23843 2.27197
H 3.70110 1.07243 2.47111
H 2.80370 0.21238 3.85610
H 2.20479 1.87182 3.31547
H 2.94778 0.42171 0.30046
H 1.17239 0.02493 0.05839
H 1.99964 2.92035 1.23408
H 1.94069 2.50537 -0.55425
H -0.24802 3.35830 -0.29821
H -0.59707 1.59013 0.00225
H -1.17120 3.98283 1.79247
H 0.15986 2.92317 2.66405
H -4.19324 1.77439 4.53779
H -3.67082 3.42570 3.88537
H -5.90487 3.39972 3.14758
H -5.21467 2.63949 1.63089
H -6.12978 0.78579 4.08990
H -7.45883 1.58085 3.11744
H -5.01729 0.08890 1.73708
H -6.37404 -0.96027 2.38365
H -4.72064 -1.24126 -1.34740
H -4.65471 -1.58472 0.49390
H -5.71748 -2.60063 -0.62237
H -0.08082 0.08599 3.86181
H -1.46003 0.50161 4.99038
H -2.35260 -1.67602 4.96778
H -2.66173 -1.58706 3.17178
H 0.35560 -2.05456 3.68573
H -0.61579 -3.23314 4.71440
H 0.50040 -4.00844 1.24310
H 0.85231 -4.14528 3.07123
H -0.39632 -5.28852 2.28245
C -0.04850 -1.94407 -6.89587
O -1.12721 -1.16799 -6.39967
P -1.32862 -0.96942 -4.70298
O 0.13214 -1.29587 -4.39168
O -2.25864 -2.33578 -4.65201
C -3.15074 -2.63956 -5.72250
O -1.67380 -0.64949 -3.05302
C -1.28377 -1.60655 -2.07621
H -0.19635 -2.06460 -7.96989
H 0.89583 -1.42200 -6.74173
H -0.03374 -2.92768 -6.42314
H -2.65728 -3.31876 -6.41819
H -3.47428 -1.74608 -6.25826
H -4.03145 -3.14666 -5.32331
H -0.20934 -1.54476 -1.89376
H -1.55589 -2.62226 -2.36736
H -1.79848 -1.36398 -1.14308
C 6.67667 -0.57502 -0.16198
O 7.46243 0.58816 0.05805
P 7.12646 2.02653 -0.82170
O 5.69488 1.57646 -1.11545
O 8.14701 1.51754 -2.01858
C 9.36349 0.84884 -1.68987
O 6.84538 3.48623 -1.68026
C 6.27506 3.41261 -2.97864
H 7.15017 -1.39814 0.37434
H 5.67533 -0.43845 0.24598
H 6.63665 -0.81547 -1.22590
H 9.20219 -0.22840 -1.73099
H 9.73145 1.12140 -0.69975
H 10.12521 1.10443 -2.42934
H 5.20467 3.21093 -2.90981
H 6.76029 2.65515 -3.59558
H 6.40653 4.38551 -3.45736
```

HOMO level: -0.156 Ha
net charge: -1
LUMO energy: -1.704 eV
energy above the lowest of the compared OMol25 structures with the same formula, charge and spin: 7.397 eV
electronic energy: -2704.786725 a.u.

=====

(6)
ORCA calculation (ωB97M-V/def2-TZVPD) on a molecular structure, C9H26Br2CuN4O3.

```
45
Properties=species:S:1:pos:R:3
Cu 0.80761 0.04586 0.24442
Br 2.24894 1.66562 2.08906
Br -0.02562 -1.99843 -1.45662
C 3.58545 0.57152 -1.43640
O 2.41731 0.31578 -1.12830
N 4.55902 0.68915 -0.51784
N 4.04019 0.54726 -2.72165
H 4.33393 0.64323 0.46530
H 5.49599 0.83413 -0.83441
H 5.00964 0.70288 -2.89214
H 3.31521 0.33184 -3.38616
C -0.94591 -1.75721 3.79614
C -0.01483 -1.06448 2.80959
C 0.93225 -2.08639 2.16886
O 1.83120 -1.58172 1.23555
C 2.92529 -2.45824 0.99437
N -0.83524 -0.40845 1.73720
H -1.43954 -2.64071 3.38269
H -1.70069 -1.09534 4.22406
H -0.42158 -2.11479 4.68744
H 0.50632 -0.29551 3.37887
H 0.29594 -2.84866 1.68957
H 1.36134 -2.69542 2.97349
H 2.54497 -3.44305 0.71987
H 3.64522 -2.46833 1.81239
H 3.43695 -2.07734 0.11089
H -1.50120 -1.14653 1.51571
H -1.38910 0.30953 2.19433
C -2.40170 3.24660 -1.25873
C -1.99800 1.83678 -0.81892
C -2.49058 0.80842 -1.82598
O -3.87988 1.03646 -2.12847
C -4.52761 -0.02043 -2.80945
N -0.54984 1.64861 -0.54952
H -2.12234 3.40653 -2.30317
H -1.83411 4.01575 -0.72392
H -3.45013 3.45166 -1.06234
H -2.59061 1.63440 0.07988
H -2.38608 -0.23411 -1.53048
H -1.97225 1.04604 -2.76359
H -4.19978 -1.01601 -2.50357
H -4.38887 0.02955 -3.89453
H -5.58983 0.13907 -2.63216
H -0.54984 2.35912 0.18722
H -0.08763 2.13536 -1.31856
```

HOMO level (alpha / beta): -0.310 / -0.305 Ha
multiplicity: 2
expectation value of S²: 0.756
LUMO energy (alpha / beta): 0.500 / -1.632 eV
energy above the lowest of the compared OMol25 structures with the same formula, charge and spin: 0.842 eV
electronic energy: -7591.811200 a.u.

=====

| no. | M (g mol⁻¹) |
| --- | --- |
| 1 | 112.13 |
| 2 | 126.61 |
| 3 | 82.10 |
| 4 | 86.09 |
| 5 | 689.38 |
| 6 | 461.69 |